1.
C4H8ClN3 | ωB97M-V/def2-TZVPD

Geometry as XYZ:
```
16
Properties=species:S:1:pos:R:3:forces:R:3
C -3.1203 -0.5394 0.1844 0.5 2.3 -1.2
C -1.2057 0.9621 -0.1931 -1.1 -2.1 0.1
C 0.3054 1.0886 0.0542 -3.1 4.2 -0.8
C 1.2133 0.1752 0.0685 2.1 -5.0 -2.6
H -3.7695 -2.0513 0.1271 2.3 4.4 0.1
H -3.0750 0.0042 1.7448 -0.8 -1.6 -4.3
H -3.5437 0.2906 -0.9158 -0.4 -2.5 3.7
H -2.0148 1.7811 -0.3233 2.0 -0.3 0.6
H 0.8750 -0.7650 -0.4377 -0.5 0.3 1.4
H 3.1001 0.8725 -0.0413 1.9 2.5 -0.1
H 2.7819 -1.8379 0.7269 2.0 2.0 -2.6
H 3.4332 -1.5180 -1.0367 -0.8 1.1 3.6
N -1.6813 -0.2273 -0.1745 -0.3 -1.6 1.9
N 2.5930 0.0846 0.1114 -2.0 -1.2 0.7
N 3.3471 -1.1177 0.0468 -2.0 -2.6 -0.8
Cl 0.7612 2.7978 0.0585 0.3 0.0 0.4
```
Forces are in eV/Å.

* E_tot: -21260.2777 eV
* E_HOMO: -8.15 eV
* maximum force: 5.99 eV/A
* ΔE to the lowest compared entry with this formula, charge and spin: 10.1731 eV

The molecule's Mulliken atomic charges, reported in e, are given here:
1 C -0.60
2 C -0.25
3 C 0.21
4 C -0.03
5 H 0.26
6 H 0.20
7 H 0.20
8 H 0.24
9 H 0.32
10 H 0.19
11 H 0.31
12 H 0.25
13 N -0.31
14 N -0.07
15 N -0.64
16 Cl -0.27



2.
C5H6N4O | ωB97M-V/def2-TZVPD

Geometry as XYZ:
```
16
Properties=species:S:1:pos:R:3:forces:R:3
C 1.5061 2.6267 2.2694 -0.4 -0.2 0.8
C 1.6871 1.4798 1.9226 1.0 3.1 1.7
C -0.0410 0.8577 -0.3480 -0.4 0.9 -0.8
C -2.3847 -0.9940 -1.6086 -0.6 0.4 0.3
C -0.9156 -1.3436 -1.1331 -1.3 -1.6 -0.1
N 2.8986 -0.4696 1.4982 0.9 -0.5 0.2
N 3.5565 -1.3532 1.3555 1.5 -1.3 0.0
N 2.0197 0.3095 1.5065 -2.9 0.0 -1.2
N -0.2996 -0.2886 -0.4445 0.3 0.2 1.0
O 0.2210 1.9978 -0.2510 -0.1 -0.2 -0.2
H 1.2242 3.5543 2.7834 0.3 -1.0 -0.8
H -2.6748 -0.1213 -0.9185 -0.1 -1.3 -1.2
H -2.4010 -0.6596 -2.6786 0.1 0.0 1.0
H -3.1855 -1.8368 -1.5610 1.7 1.3 0.3
H -0.9698 -2.2223 -0.4170 0.3 0.8 -1.1
H -0.2410 -1.5369 -1.9751 -0.4 -0.6 0.1
```
Forces are in eV/Å.

* E_tot: -13284.5633 eV
* E_HOMO: -8.98 eV
* maximum force: 3.64 eV/A
* ΔE to the lowest compared entry with this formula, charge and spin: 6.1541 eV

The molecule's Mulliken atomic charges, reported in e, are given here:
1 C -0.59
2 C 0.32
3 C 0.62
4 C -0.87
5 C -0.27
6 N 0.64
7 N -0.69
8 N -0.09
9 N -0.29
10 O -0.49
11 H 0.39
12 H 0.26
13 H 0.25
14 H 0.29
15 H 0.23
16 H 0.29



3.
C6O2 | ωB97M-V/def2-TZVPD

Geometry as XYZ:
```
8
Properties=species:S:1:pos:R:3:forces:R:3
C -0.8246 0.4771 1.1411 -1.2 4.8 -0.6
C 0.2299 -1.1724 0.4341 0.6 -3.9 -1.0
C 0.5554 0.1278 0.9895 0.8 -1.1 1.1
C -1.0860 -0.4185 0.0779 0.0 -2.5 2.3
C 0.0051 1.2016 -0.7915 -1.6 5.6 1.2
C 0.6546 -0.6568 -0.8438 2.4 -3.3 0.9
O 1.1849 0.6273 -0.2150 1.4 0.7 0.1
O -0.5872 -0.0376 -1.1570 -2.3 -0.4 -3.9
```
Forces are in eV/Å.

* E_tot: -10270.9632 eV
* E_HOMO (spin up / spin down): -22.63 / -22.57 eV
* net charge: +2
* maximum force: 6.00 eV/A
* ΔE to the lowest compared entry with this formula, charge and spin: 11.3750 eV

The molecule's Mulliken atomic charges, reported in e, are given here:
1 C -0.01
2 C 0.13
3 C 0.56
4 C 0.51
5 C 0.13
6 C 0.33
7 O 0.18
8 O 0.18



4.
C34H39CaIN8O2 | ωB97M-V/def2-TZVPD

Geometry as XYZ:
```
85
Properties=species:S:1:pos:R:3:forces:R:3
Ca -0.8179 0.3667 -0.0816 0.6 1.5 0.3
C -3.9619 1.1358 -0.1191 0.1 0.0 0.0
N -3.1332 -0.0788 -0.3441 -0.5 0.0 0.0
C -3.2806 -0.6160 -1.7100 0.0 0.1 0.1
C -2.5875 0.2657 -2.7281 0.1 -0.1 0.1
C -3.1993 0.6048 -3.9228 -0.1 0.0 0.0
C -2.5201 1.4032 -4.8287 0.0 0.0 0.0
C -1.2441 1.8338 -4.5085 0.0 0.0 0.0
C -0.7006 1.4350 -3.3009 0.0 0.0 0.1
N -1.3424 0.6624 -2.4232 -0.3 0.0 -0.5
C -3.3888 -1.1080 0.6796 0.0 0.1 0.0
C -3.0421 -0.5840 2.0577 0.0 0.0 -0.1
C -3.7672 -0.9710 3.1730 0.0 0.0 0.0
C -3.4290 -0.4475 4.4098 0.0 0.0 0.0
C -2.3890 0.4650 4.4894 0.0 0.0 0.0
C -1.7159 0.7955 3.3291 0.1 0.0 -0.1
N -2.0146 0.2751 2.1344 -0.1 -0.1 0.1
C -3.2086 2.3809 0.3203 -0.1 -0.1 -0.1
C -3.6434 3.1251 1.4070 -0.1 0.0 0.0
C -3.0328 4.3375 1.6785 0.0 0.0 0.0
C -2.0128 4.7716 0.8464 0.0 0.0 0.0
C -1.6242 3.9499 -0.1969 0.0 -0.1 0.0
N -2.1888 2.7660 -0.4567 0.0 -0.1 0.4
H -4.7479 0.9207 0.6079 0.0 0.0 0.0
H -4.4597 1.3934 -1.0571 0.0 0.0 0.0
H -4.3343 -0.7442 -1.9791 0.0 0.0 0.0
H -2.8075 -1.6010 -1.7279 0.0 0.0 0.0
H -4.2015 0.2546 -4.1313 0.0 0.0 0.0
H -2.9838 1.6878 -5.7635 0.0 0.0 0.0
H -0.6795 2.4673 -5.1778 0.0 0.0 0.0
H 0.3005 1.7379 -3.0177 0.0 0.0 0.0
H -2.7601 -1.9726 0.4520 0.0 0.0 0.0
H -4.4349 -1.4357 0.6661 0.0 0.0 0.0
H -4.5921 -1.6631 3.0681 0.0 0.0 0.0
H -3.9800 -0.7338 5.2956 0.0 0.0 0.0
H -2.1054 0.9190 5.4282 0.0 0.0 0.0
H -0.9049 1.5142 3.3503 0.0 0.0 0.0
H -4.4594 2.7637 2.0196 0.0 0.0 0.0
H -3.3585 4.9405 2.5156 0.0 0.0 0.0
H -1.5286 5.7261 0.9974 0.0 0.0 0.0
H -0.8289 4.2534 -0.8654 0.0 0.0 0.0
C -0.6888 -3.9205 -1.8722 0.0 0.0 -0.1
C 0.5890 -3.6161 -1.1569 0.0 0.0 -0.1
N 1.6095 -4.4229 -1.3133 0.0 0.0 0.1
C 2.7519 -4.1740 -0.6396 0.0 0.0 -0.1
C 2.9251 -3.0922 0.1855 0.0 -0.1 0.0
C 4.2162 -2.9734 0.9372 0.0 0.0 0.0
O 4.9770 -1.8462 0.4307 0.1 0.1 -0.1
C 1.8588 -2.1637 0.3218 0.2 0.2 0.3
C 2.0293 -1.0097 1.2004 -0.1 -0.2 -0.1
N 1.2687 0.0216 1.2573 0.2 -0.1 0.1
C 1.6072 1.0010 2.2290 -0.1 0.0 -0.2
C 1.6815 0.6854 3.5811 0.0 0.0 0.1
C 1.9326 1.6773 4.5179 0.0 0.0 0.0
C 2.1038 2.9931 4.1136 0.0 0.0 0.0
C 2.0479 3.3197 2.7646 0.0 0.0 0.0
C 1.8006 2.3234 1.8341 0.0 0.0 0.1
I 1.8545 2.7677 -0.2085 0.0 0.0 0.0
C 0.6508 -2.4276 -0.3483 -0.3 0.0 0.1
O -0.3874 -1.6631 -0.2717 0.4 -1.1 -0.2
H -0.6158 -4.8937 -2.3500 0.0 0.0 0.0
H -0.8975 -3.1642 -2.6340 0.0 0.0 0.0
H -1.5303 -3.9120 -1.1783 0.0 0.0 0.0
H 3.5468 -4.9009 -0.7680 0.0 0.0 0.0
H 4.7943 -3.8900 0.8121 0.0 0.0 0.0
H 4.0442 -2.8309 2.0061 0.0 0.0 0.0
H 5.6941 -1.6620 1.0492 0.0 0.0 0.0
H 2.8986 -1.0363 1.8598 0.0 0.0 0.0
H 1.5041 -0.3366 3.8931 0.0 0.0 0.0
H 1.9858 1.4209 5.5673 0.0 0.0 0.0
H 2.2909 3.7688 4.8431 0.0 0.0 0.0
H 2.2080 4.3392 2.4420 0.0 0.0 0.0
N 5.4842 -1.5090 -2.3642 0.1 0.1 0.1
C 4.1003 -1.4938 -2.9669 0.1 -0.1 0.1
C 3.3035 -0.3104 -2.4201 0.0 -0.1 0.1
N 1.8761 -0.4434 -2.6236 0.0 0.1 0.0
H 6.0315 -2.3053 -2.6938 0.0 0.0 0.0
H 5.4155 -1.5601 -1.3224 -0.1 -0.2 0.0
H 6.0048 -0.6635 -2.6034 0.0 0.0 0.0
H 3.6325 -2.4341 -2.6764 0.0 0.0 0.0
H 4.2205 -1.4682 -4.0488 -0.1 0.0 0.0
H 3.6471 0.6256 -2.8667 0.0 0.0 0.0
H 3.4906 -0.2344 -1.3445 0.0 0.0 0.0
H 1.5237 -1.2701 -2.1557 0.0 0.0 0.0
H 1.6294 -0.5121 -3.6044 0.0 0.0 0.0
```
Forces are in eV/Å.

* E_tot: -78438.3717 eV
* E_HOMO: -12.69 eV
* net charge: +2
* maximum force: 1.67 eV/A
* ΔE to the lowest compared entry with this formula, charge and spin: 0.7464 eV

The molecule's Mulliken atomic charges, reported in e, are given here:
1 Ca 2.46
2 C -1.02
3 N 0.12
4 C -0.77
5 C 0.52
6 C -0.98
7 C -0.58
8 C -1.05
9 C -0.38
10 N 0.40
11 C -0.87
12 C 0.50
13 C -1.09
14 C -0.59
15 C -1.12
16 C -0.53
17 N 0.43
18 C 0.71
19 C -0.75
20 C -0.51
21 C -0.84
22 C -0.47
23 N -0.03
24 H 0.44
25 H 0.59
26 H 0.54
27 H 0.14
28 H 0.54
29 H 0.44
30 H 0.47
31 H 0.44
32 H 0.08
33 H 0.69
34 H 0.55
35 H 0.45
36 H 0.52
37 H 0.85
38 H 0.46
39 H 0.45
40 H 0.46
41 H 0.65
42 C -1.06
43 C 1.02
44 N -0.63
45 C -1.00
46 C 0.73
47 C -1.32
48 O -0.59
49 C 1.00
50 C -1.41
51 N 0.81
52 C -0.87
53 C 0.19
54 C -0.88
55 C -0.64
56 C -0.53
57 C 0.14
58 I 0.17
59 C -0.98
60 O -0.48
61 H 0.45
62 H 0.17
63 H 0.25
64 H 0.34
65 H 0.43
66 H 0.46
67 H 0.28
68 H 0.62
69 H 0.61
70 H 0.45
71 H 0.43
72 H 0.49
73 N -0.10
74 C -0.68
75 C -0.59
76 N 0.00
77 H 0.41
78 H 0.20
79 H 0.40
80 H 0.31
81 H 0.42
82 H 0.55
83 H 0.14
84 H -0.33
85 H 0.30



5.
C2H14N2O4 | ωB97M-V/def2-TZVPD

Geometry as XYZ:
```
22
Properties=species:S:1:pos:R:3:forces:R:3
H -2.4269 1.1571 -1.2114 0.4 -0.3 0.5
N -1.7368 0.4327 -0.9530 -2.1 -1.4 4.5
C -2.0457 -0.1596 0.2525 2.4 0.1 -4.1
N -1.1851 -1.2490 0.5725 -0.6 1.8 -0.5
C -1.3888 -2.0152 1.7969 1.0 1.8 1.8
H -2.8752 -0.0062 1.0093 0.7 0.1 -1.2
H -0.1866 -1.1017 0.2357 -2.0 -0.3 0.9
H -1.2754 -1.2796 2.7296 0.0 -1.6 -1.5
H -2.3994 -2.4895 1.9832 1.3 0.2 -1.0
H -0.4968 -2.6701 1.7445 -1.0 -0.3 0.8
O 1.4079 1.6626 1.7917 0.1 -0.4 -0.3
H 0.5536 1.2673 1.9235 -0.7 -0.8 -0.7
H 1.3623 2.2279 2.5409 0.7 1.3 1.0
O 1.8833 1.1174 -2.5591 -1.4 -1.0 -4.2
H 1.3017 1.3090 -1.8453 -0.7 0.5 1.3
H 1.2013 1.0926 -3.3469 2.2 -0.1 2.2
O 1.0917 -2.8181 -1.1163 -1.5 0.7 4.3
H 1.4007 -2.9725 -1.9505 0.8 -0.2 -3.5
H 0.3132 -2.2322 -1.0781 0.6 -0.6 -0.9
O 1.4330 2.9120 -0.8829 0.7 0.0 2.5
H 2.0670 3.1827 -1.5377 0.4 0.1 -0.6
H 2.0010 2.6322 -0.0990 -1.3 0.5 -1.3
```
Forces are in eV/Å.

* E_tot: -13469.3452 eV
* E_HOMO: -9.00 eV
* maximum force: 5.13 eV/A
* ΔE to the lowest compared entry with this formula, charge and spin: 2.5199 eV
* SMILES string: [H]/N=C/NC.O.O.O.O

The molecule's Mulliken atomic charges, reported in e, are given here:
1 H 0.19
2 N -0.55
3 C -0.09
4 N -0.20
5 C -0.84
6 H 0.31
7 H 0.28
8 H 0.26
9 H 0.26
10 H 0.32
11 O -0.59
12 H 0.26
13 H 0.31
14 O -0.67
15 H 0.37
16 H 0.32
17 O -0.62
18 H 0.29
19 H 0.39
20 O -0.72
21 H 0.34
22 H 0.36